# 1
The following is a quantum chemistry calculation of a 11-piece molecular cluster, C27H77NO15PS11 overall in a non-equilibrium geometry, from the OMol25 dataset.

Output
charge: +1
HOMO-LUMO gap: 7.66 eV
LUMO energy: -2.2 eV
max |F|: 0.024 Eh/bohr
E_tot: -6979.28832 hartree

XYZ file:
```
132
Properties=species:S:1:pos:R:3:lowdin_charge:R:1
H 2.57 -5.51 5.22 0.055
H -4.28 6.83 1.59 0.032
H -4.96 -6.79 -5.27 0.057
H 3.05 0.30 -3.16 0.094
C -0.75 -2.29 -2.96 -0.257
O 6.34 0.65 1.22 0.105
H 5.30 7.53 6.80 0.054
H 4.84 5.86 1.95 0.022
C 3.25 -1.90 -1.26 -0.214
O 4.71 6.16 4.29 -0.566
H 5.14 -1.23 1.21 0.116
H 7.68 7.08 1.96 0.060
C -1.82 -4.23 -1.46 -0.280
H 3.80 -2.95 0.56 0.077
H 6.80 6.54 3.44 0.020
H -7.87 -6.08 0.04 0.054
H -1.80 -11.61 -4.71 0.051
H -2.08 -4.62 -0.48 0.054
H -8.67 -6.91 -1.32 0.051
C -8.23 -5.97 -0.98 -0.267
O 0.09 1.37 -0.48 -0.097
P 1.09 1.76 -1.61 0.304
H 1.41 -0.84 -0.92 0.045
H -6.11 -4.19 -0.29 0.055
H -2.70 -4.15 -2.08 0.026
O 0.30 1.63 2.42 -0.574
C 2.32 7.20 4.72 -0.269
H -1.08 -4.87 -1.93 0.060
H 2.45 -0.82 0.47 0.126
H 4.74 -3.36 -0.84 0.116
C 5.37 -1.57 0.21 -0.168
H 0.96 3.45 4.61 0.051
H -8.09 8.28 -1.04 0.060
S -0.51 1.86 3.66 0.857
H -9.54 8.16 0.01 0.056
H -2.61 1.39 2.68 0.054
H -0.72 3.75 5.08 0.064
H 6.47 -0.14 -2.61 0.084
H 1.82 6.48 4.08 0.037
H -2.75 2.59 3.99 0.062
H 5.20 -6.76 2.66 0.051
O 0.76 1.26 -2.95 -0.245
H -5.35 -10.55 -5.59 0.060
S -1.97 6.52 1.20 0.828
H -2.12 3.09 2.40 0.031
H 3.42 -6.75 2.49 0.059
C -8.55 8.61 -0.11 -0.268
C 7.54 6.27 2.68 -0.263
H -3.24 -12.65 -4.68 0.056
H -1.14 -6.84 -5.87 0.055
C 2.60 -4.84 4.36 -0.269
H -3.52 8.34 1.08 0.055
H 5.78 6.43 0.53 0.060
S -1.13 -2.60 -1.23 0.827
C 4.26 -6.56 3.17 -0.269
C 4.37 7.82 6.32 -0.261
H -3.30 7.75 2.76 0.069
S -6.86 -5.60 -2.08 0.786
H 4.18 -7.19 4.06 0.055
O -2.28 -4.61 -4.37 -0.582
C 6.15 0.69 0.04 -0.510
H 7.18 1.74 -1.55 0.089
C -2.21 -6.68 -6.01 -0.264
H -5.65 -11.74 -4.29 0.056
H -1.68 -2.30 -3.53 0.050
C 4.27 -2.52 -0.32 -0.171
H -7.29 -3.36 -1.36 0.060
H 3.64 8.10 7.08 0.057
H 6.32 -1.83 -2.08 0.090
S 4.25 -4.84 3.65 0.830
H 6.86 2.68 -0.12 0.048
H -0.09 -3.08 -3.32 0.063
H -6.86 5.93 1.70 0.044
O 4.17 -4.04 2.40 -0.559
H -2.70 -7.64 -6.19 0.032
C -2.16 2.28 3.12 -0.258
O -1.79 5.43 2.21 -0.578
H -8.51 6.01 1.05 0.055
C 2.45 -0.77 -0.62 -0.331
H 2.51 -2.67 -1.51 0.107
C -0.07 3.49 4.25 -0.265
H 5.01 4.82 0.51 0.037
O 7.90 4.58 0.69 -0.560
C -0.76 7.78 1.59 -0.267
O 1.48 3.28 -1.48 -0.111
C -7.50 6.40 0.95 -0.274
H -0.83 8.05 2.64 0.057
C -4.54 -5.80 -5.06 -0.251
N 5.63 -0.42 -0.68 -0.145
H -3.05 -11.42 -5.97 0.060
C 6.43 1.92 -0.77 0.011
S 6.97 4.81 1.83 0.813
H 1.65 7.50 5.53 0.058
C -6.43 -4.03 -1.32 -0.263
O -3.26 -9.10 -4.38 -0.580
S -7.51 8.17 1.28 0.817
C -2.87 -11.66 -4.92 -0.266
C 5.49 5.56 1.13 -0.262
H -8.65 9.70 -0.12 0.052
S -2.86 -5.99 -4.49 0.817
H -4.56 -5.17 -5.94 0.067
H -8.97 -5.17 -1.05 0.060
H 2.38 -3.82 4.69 0.050
S -3.69 -10.44 -3.88 0.827
H 0.36 1.61 0.42 0.056
H 7.59 -0.80 -1.41 0.106
O -7.43 -5.29 -3.41 -0.545
H -0.94 8.66 0.96 0.058
H 2.64 8.06 4.14 0.061
H 3.70 -1.61 -2.21 0.101
H 0.23 7.38 1.37 0.046
H 6.29 -2.17 0.30 0.129
H -5.12 -5.34 -4.26 0.004
H -7.11 6.22 -0.05 0.060
C -5.34 -10.72 -4.52 -0.265
H -2.38 -5.98 -6.82 0.060
H 8.49 6.03 3.15 0.053
C -3.41 7.46 1.71 -0.272
H -6.01 -10.02 -4.02 0.049
H -5.60 -3.60 -1.89 0.043
S 3.76 6.39 5.42 0.830
H 4.54 8.64 5.62 0.061
H 0.72 3.86 -1.34 0.110
C 6.56 -0.82 -1.76 -0.041
H -0.17 4.21 3.45 0.028
S 3.00 0.88 -1.09 1.066
O -6.14 8.67 0.96 -0.562
H 1.88 -5.14 3.60 0.059
H 5.52 2.31 -1.23 0.065
H -0.27 -1.32 -3.02 0.029
O 3.61 0.84 -2.56 -0.319
O 0.18 -2.78 -0.52 -0.562
```


# 2
The following is a quantum chemistry calculation of a 2-piece molecular cluster, C14H22BClN overall in a non-equilibrium geometry, from the OMol25 dataset.

Output
charge: +1
HOMO-LUMO gap: 6.24 eV
LUMO energy: -4.7 eV
max |F|: 0.042 Eh/bohr
E_tot: -1086.12540 hartree

XYZ file:
```
39
Properties=species:S:1:pos:R:3:nbo_charge:R:1
H -0.44 -3.35 -0.21 0.219
H -1.22 -3.74 2.14 0.237
H 1.33 -0.07 1.19 0.249
N 2.02 1.94 1.57 -0.476
H 3.76 2.37 2.81 0.258
C -2.60 -2.08 2.09 -0.046
H -2.62 -0.91 -3.48 0.218
H 0.16 -3.05 -2.23 0.216
H -0.46 -0.44 -1.49 0.182
C -2.63 -0.75 0.07 -0.207
H 1.71 0.35 2.89 0.228
C -1.23 -2.71 0.20 -0.208
H 3.99 1.80 0.32 -0.033
H -0.91 -0.27 -5.18 0.233
C 0.59 2.31 1.44 -0.417
H 0.17 2.31 2.45 0.228
B 3.02 2.50 0.49 0.636
H 0.46 3.31 1.03 0.238
H 0.01 0.62 -3.95 0.196
H -2.01 0.63 -2.73 0.201
H 0.04 1.59 0.82 0.246
H 1.19 -1.76 -4.44 0.225
H 2.23 2.56 3.69 0.272
Cl -3.22 -2.41 3.68 0.016
C 2.72 2.73 2.71 -0.472
C -1.08 -1.21 -1.91 -0.271
C 2.03 0.47 1.85 -0.416
C 0.31 -1.51 -3.81 -0.174
H -2.90 0.18 -0.44 0.217
C -0.09 -2.07 -2.64 -0.204
C -1.77 -1.66 -0.57 -0.005
C -1.74 -0.39 -3.07 -0.375
C -3.06 -0.95 1.40 -0.235
C -1.62 -2.91 1.54 -0.230
C -0.56 -0.32 -4.14 -0.439
H 3.02 0.04 1.75 0.239
H 2.52 3.35 -0.19 -0.038
H -3.77 -0.27 1.88 0.236
H 2.65 3.81 2.49 0.256
```


# 3
The following is a quantum chemistry calculation of C22H24N6O3ReS as an isolated structure, from the OMol25 dataset.

Output
charge: +2
HOMO-LUMO gap (spin up / spin down): 6.48 / 6.03 eV
LUMO energy (spin up / spin down): -7.0 / -7.5 eV
max |F|: 0.014 Eh/bohr
<S²>: 3.78
multiplicity: 4
E_tot: -1883.01179 hartree

XYZ file:
```
57
Properties=species:S:1:pos:R:3:nbo_charge:R:1
H 4.21 0.18 6.38 0.250
N -2.89 1.78 -1.53 -0.547
H -0.11 -0.66 -5.40 0.239
O -0.01 0.14 -0.60 -0.774
H -0.95 -0.12 -2.08 0.501
C 2.62 -0.07 2.12 0.212
H 2.23 -0.95 -6.16 0.237
C -0.95 -2.47 1.70 0.233
C 1.48 -0.38 -2.42 -0.198
C 2.41 0.21 3.49 -0.244
H 0.10 1.30 5.72 0.250
H -2.72 4.08 -3.02 0.229
S -2.02 2.07 0.97 -0.109
H -3.40 -0.50 1.03 0.247
C 0.43 -0.42 -3.35 0.334
H 3.62 -0.33 1.79 0.242
N -1.95 -3.34 1.68 -0.281
C 3.07 -0.74 -4.19 -0.237
H -0.19 2.37 -3.21 0.224
C -2.78 -1.35 1.23 -0.070
C -3.11 -2.65 1.38 -0.032
N -1.41 -1.24 1.43 -0.522
C 1.24 -0.19 -0.99 0.560
C 2.02 -0.79 -5.11 -0.126
C 1.06 0.94 5.36 -0.276
H -0.27 4.10 -2.90 0.241
C -1.92 2.26 -0.78 0.398
H -1.09 -5.22 1.25 0.238
H 4.45 -0.30 3.97 0.234
C 2.14 0.76 6.20 -0.097
C -2.18 3.20 -3.38 -0.432
N 1.72 -0.03 1.17 -0.433
C 3.50 0.04 4.37 -0.103
H -0.23 3.30 -0.69 0.431
O -0.89 -0.25 -3.03 -0.694
H -2.48 1.06 -3.46 0.252
H 2.03 0.98 7.25 0.246
N 2.19 -0.32 -0.12 -0.362
H -3.66 1.34 -1.06 0.431
O 0.11 0.88 3.20 -0.680
Re -0.24 0.47 1.38 1.664
H -1.56 -4.97 2.95 0.238
H -3.98 1.99 -3.30 0.238
H 4.10 -0.86 -4.53 0.239
H 0.08 -2.73 1.90 0.240
C -1.83 -4.79 1.92 -0.412
H -4.07 -3.15 1.32 0.260
H -2.80 -5.24 1.72 0.243
C -0.79 3.16 -2.77 -0.226
N -0.92 2.92 -1.32 -0.545
C -2.94 1.94 -3.00 -0.241
C 0.72 -0.62 -4.70 -0.277
C 2.80 -0.55 -2.86 -0.135
H 3.60 -0.51 -2.13 0.238
H -2.11 3.27 -4.47 0.259
C 3.37 0.31 5.71 -0.221
C 1.19 0.67 4.01 0.421
```


# 4
The following is a quantum chemistry calculation of a 5-piece molecular cluster, C4H20NO4S overall in a non-equilibrium geometry, from the OMol25 dataset.

Output
charge: +1
HOMO-LUMO gap: 9.58 eV
LUMO energy: -2.9 eV
relative energy (zero: lowest compared OMol25 entry of this formula, charge and spin): 0.0 kJ/mol
max |F|: 0.040 Eh/bohr
E_tot: -918.05379 hartree

XYZ file:
```
30
Properties=species:S:1:pos:R:3:nbo_charge:R:1
O -0.90 0.90 -3.61 -0.988
H 3.93 -1.29 0.01 0.177
H 1.87 2.59 -1.09 0.481
C -1.40 -0.27 2.66 -0.623
H -1.74 -2.10 -1.68 0.484
H 1.94 0.61 -0.43 0.263
H -0.87 -0.42 3.62 0.205
H 0.46 -2.63 1.23 0.455
O -2.03 2.70 -1.88 -0.943
H -1.66 1.82 -2.01 0.475
C -0.40 -0.72 1.57 -0.056
H -1.42 3.13 -1.26 0.464
H -0.43 -2.55 2.62 0.437
H 0.19 1.24 0.96 0.255
H -2.23 -0.97 2.71 0.222
H -1.73 0.65 -4.01 0.496
H -0.93 -0.94 0.64 0.266
O -0.99 -1.58 -1.34 -0.973
H 1.29 0.54 2.16 0.225
H 0.88 2.56 -2.28 0.497
H -1.73 0.75 2.56 0.255
C 1.58 -0.22 0.16 -0.485
C 0.67 0.33 1.29 -0.443
H 1.06 -1.89 2.59 0.449
H 1.17 -1.02 -0.45 0.226
H -0.12 0.77 -4.18 0.503
N 0.23 -2.03 2.02 -0.688
H -0.94 -0.92 -2.05 0.499
S 3.03 -1.07 1.02 -0.166
O 1.23 2.04 -1.55 -0.970
```